--- i ---
Entry from the Open Molecules 2025 dataset: a 2-piece molecular cluster, C4H11NS overall (wB97M-V/def2-TZVPD).

Geometry (Å):
S -1.19071 0.57718 0.63519
N 1.48246 -1.53270 1.70593
C 1.98319 -0.97579 0.55319
C 2.42399 -1.64035 -0.51895
C -1.42618 0.66859 -1.17081
C -1.85321 2.04717 -1.64521
H -1.12668 2.81323 -1.38293
H -2.03143 2.04188 -2.71933
H -2.19295 -0.07060 -1.39992
H -0.50988 0.33972 -1.66091
H 2.95252 -1.04274 -1.25252
H -2.76754 2.33306 -1.12349
H 0.71500 -1.08422 2.17668
H -0.42138 1.67541 0.69097
H 2.53616 -2.71479 -0.56295
H 1.41052 -2.53831 1.72527
H 1.87254 0.09829 0.51457

The HOMO-LUMO gap is 0.329 Eh. For the LUMO energy, the calculation gives 0.87 eV. The SMILES is C=CN.CCS.

---

--- ii ---
Entry from the Open Molecules 2025 dataset: one molecule with the formula C4H11NS (wB97M-V/def2-TZVPD).

Geometry (Å):
S -2.17862 -0.72986 0.66836
N 2.93279 -0.01941 0.60629
C 0.47110 -1.06065 0.08062
C -0.62521 0.03874 0.15961
C -3.20186 0.63085 -0.01116
C 1.86123 -0.29488 -0.40855
H -0.34636 0.62614 1.08973
H 3.09213 1.02765 0.73343
H -2.64858 0.93601 -0.98095
H 3.78176 -0.34818 0.09476
H 1.44806 0.66855 -0.91086
H -3.24334 1.49543 0.72280
H 2.21680 -0.85016 -1.22114
H 0.67189 -1.50973 0.99097
H -4.14339 0.27217 -0.20234
H 0.45025 -1.70740 -0.75094
H -0.53865 0.82474 -0.66062

The HOMO-LUMO gap is 0.343 Eh. For the LUMO energy, the calculation gives 0.99 eV. The SMILES is CSCCCN.

---

Relative energy of each structure, in kJ/mol: i 0.0; ii 89.8.